1.
25
Properties=species:S:1:pos:R:3 method="wB97M-V/def2-TZVPD" energy_ha=-664.255934 gap_ev=8.769 charge=0 lumo_ha=0.0291
C 2.33413 1.77737 -0.61432
C 3.14455 0.66901 -0.42420
C 0.95449 1.68931 -0.43093
C 2.62828 -0.55963 -0.04376
C 0.49367 0.46522 -0.07028
C 1.25332 -0.66561 0.14810
C -2.01778 0.02585 -0.95179
C -1.27258 -0.23341 0.32056
C -1.79314 0.53245 1.53031
N 0.56142 -1.76439 0.61146
N -0.88484 -1.60800 0.53185
N -1.97264 -0.98256 -1.84164
O -2.58023 1.08676 -1.17428
O -1.83073 1.91266 1.33233
H 2.76811 2.71886 -0.91314
H 4.21010 0.76281 -0.57457
H 0.30245 2.53312 -0.58042
H 3.26853 -1.41474 0.10923
H -1.13782 0.35392 2.39058
H -2.80095 0.14638 1.77534
H 0.84923 -2.67458 0.27113
H -1.24778 -1.92911 1.43147
H -1.55171 -1.85283 -1.56726
H -2.44842 -0.88830 -2.72223
H -2.24905 2.05835 0.46517

2.
18
Properties=species:S:1:pos:R:3 method="wB97M-V/def2-TZVPD" s2=0.777 energy_ha=-327.035283 gap_ev="6.820 / 6.503" charge=-1 spin_multiplicity=2 lumo_ha="0.1411 / 0.1284"
C 0.82772 1.21233 0.54113
N 0.85008 -1.57311 -0.66158
C -0.35807 -0.75995 -0.55533
C -0.31827 0.26767 0.53090
C -1.45884 0.51897 1.29201
C -2.62888 -0.20222 1.39684
H 0.92226 1.70468 -0.43624
H 1.75009 0.64640 0.58988
H 0.77883 1.98210 1.31391
H 1.66471 -0.94645 -0.70895
H 0.88717 -2.00964 -1.57382
H -1.22409 -1.40348 -0.38837
H -1.40301 1.40552 1.90360
H -2.81131 -1.15717 0.93580
H -3.34609 0.16407 2.11501
H -0.48420 -0.16659 -1.47709
H 3.11780 0.67106 -2.33999
O 2.32819 0.50874 -1.81665